The following is a DFT calculation (ωB97M-V/def2-TZVPD) of C29H31BF4O2 as an isolated structure in a non-equilibrium geometry.

Computed properties:
ΔE to the lowest compared entry with this formula, charge and spin: 174.7 kcal/mol

Geometry as ORCA input:
```
! RIJCOSX wB97M-V def2-TZVPD def2/J DEFGRID3
* xyz 0 1
C 2.665 -2.983 0.988
C 1.402 -3.729 0.576
C 1.850 -5.128 0.189
C 0.203 -3.686 1.624
C -0.261 -5.059 2.070
C 0.485 -2.894 2.877
O -0.920 -3.094 0.913
B -0.522 -3.002 -0.390
C 0.647 3.108 -0.048
C 0.028 3.495 1.151
C -1.006 4.425 1.121
C -1.293 5.029 -0.111
C -2.610 5.729 -0.353
F -2.472 7.057 -0.656
F -3.253 5.174 -1.439
F -3.471 5.627 0.705
C -0.404 4.931 -1.184
C 0.621 3.972 -1.129
C 1.388 1.779 -0.065
C 2.551 1.649 -1.122
C 3.289 2.386 -0.124
O 0.837 -3.213 -0.638
H 3.195 -3.558 1.764
H 3.356 -2.898 0.145
H 2.513 -1.976 1.382
H 2.398 -5.627 0.996
H 0.986 -5.721 -0.126
H 2.525 -5.035 -0.676
H 0.565 -5.582 2.565
H -1.074 -4.924 2.790
H -0.627 -5.635 1.215
H 1.424 -3.240 3.324
H 0.539 -1.823 2.699
H -0.313 -3.071 3.598
H 0.300 3.012 2.095
H -1.613 4.643 2.002
H -0.525 5.573 -2.054
H 1.321 3.896 -1.964
H 1.693 1.684 1.023
H 2.931 0.634 -1.300
H 2.288 2.169 -2.048
H 3.137 3.475 -0.074
H 3.819 1.849 0.648
F -1.222 -2.459 -4.792
C -0.722 -1.835 -3.663
C 0.433 -1.082 -3.792
C 0.845 -0.306 -2.689
C 0.277 -0.405 -1.445
C 0.520 0.568 -0.225
C -0.916 0.900 0.208
C -1.781 1.542 -0.686
C -3.021 1.972 -0.233
C -3.427 1.659 1.068
C -2.637 0.850 1.885
C -1.370 0.464 1.447
C -0.817 -1.461 -1.278
C -1.362 -2.047 -2.479
H 0.966 -1.001 -4.734
H 1.617 0.429 -2.875
H 0.938 -0.111 0.528
H -1.459 1.745 -1.714
H -3.630 2.606 -0.874
H -4.386 2.031 1.424
H -2.941 0.568 2.895
H -0.705 -0.165 2.051
H -1.607 -1.120 -0.605
H -2.183 -2.759 -2.382
*
```

The following is a DFT calculation (ωB97M-V/def2-TZVPD) of the molecule C5H7N in a non-equilibrium geometry.

Computed properties:
ΔE to the lowest compared entry with this formula, charge and spin: 209.7 kcal/mol

Geometry as ORCA input:
```
! RIJCOSX wB97M-V def2-TZVPD def2/J DEFGRID3
* xyz 0 1
C -1.888 0.204 0.278
C -0.226 1.046 0.216
N 1.854 -0.208 0.591
C 0.614 -0.029 -0.223
C -0.717 -0.203 0.967
C 0.148 -0.734 -1.511
H -2.689 0.720 0.641
H 0.130 2.105 0.270
H 2.618 -0.073 -0.054
H -0.204 -0.303 1.964
H -0.756 -0.133 -1.803
H -0.324 -1.711 -1.119
H 0.671 -0.849 -2.397
*
```

The following is a DFT calculation (ωB97M-V/def2-TZVPD) of a 2-piece molecular cluster, C10H16O overall in a non-equilibrium geometry.

Computed properties:
ΔE to the lowest compared entry with this formula, charge and spin: 85.8 kcal/mol
structure (SMILES): Cc1ccc(O)cc1.CCC

Geometry as ORCA input:
```
! RIJCOSX wB97M-V def2-TZVPD def2/J DEFGRID3
* xyz 0 1
C -1.733 1.222 -1.376
C -0.422 1.602 -0.723
C 0.083 1.153 0.518
C 1.246 1.809 1.039
C 2.007 2.661 0.192
O 2.826 3.494 0.881
C 1.603 2.915 -1.137
C 0.409 2.362 -1.494
H -1.444 0.611 -2.198
H -2.298 2.256 -1.838
H -2.474 0.738 -0.704
H -0.546 0.481 1.075
H 1.601 1.695 2.020
H 3.283 2.997 1.442
H 1.973 3.674 -1.900
H 0.050 2.674 -2.554
C 0.082 -3.657 1.338
C -0.527 -2.366 0.921
C -1.229 -2.601 -0.388
H 0.211 -3.707 2.439
H -0.431 -4.579 0.925
H 1.263 -3.537 1.344
H 0.245 -1.690 0.825
H -1.395 -2.145 1.728
H -1.538 -3.627 -0.495
H -0.642 -2.414 -1.388
H -2.202 -2.020 -0.490
*
```

The following is a DFT calculation (ωB97M-V/def2-TZVPD) of a 2-piece molecular cluster, C7H15ClFN2O3 overall in a non-equilibrium geometry.

Geometry as ORCA input:
```
! RIJCOSX wB97M-V def2-TZVPD def2/J DEFGRID3
* xyz -1 1
C -4.706 -0.907 1.302
C -3.371 -1.887 1.303
Cl -3.783 -3.624 0.681
C -2.181 -1.340 0.308
O -1.744 0.040 0.569
C -0.582 0.400 -0.307
O -0.270 -0.418 -1.350
N 0.255 1.652 -0.156
C 1.553 1.407 0.582
C 2.907 1.696 -0.309
O 2.728 2.684 -1.386
C 3.588 0.326 -0.938
N 5.114 0.402 -0.828
H -5.702 -1.470 1.602
H -4.849 -0.557 0.177
H -4.569 0.079 1.933
H -2.945 -2.068 2.403
H -1.253 -2.070 0.467
H -2.569 -1.524 -0.799
H -0.284 2.459 0.231
H 1.604 0.264 0.923
H 1.662 2.071 1.565
H 3.732 2.154 0.422
H 2.460 2.253 -2.255
H 3.307 0.214 -2.090
H 3.262 -0.652 -0.363
H 5.462 0.352 -1.831
H 5.464 -0.463 -0.361
F -4.286 -1.471 -1.496
*
```

The following is a DFT calculation (ωB97M-V/def2-TZVPD) of the molecule ClH2NOS2 in a non-equilibrium geometry.

Computed properties:
ΔE to the lowest compared entry with this formula, charge and spin: 19.9 kcal/mol
structure (SMILES): N[S@](=O)(=S)Cl

Geometry as ORCA input:
```
! RIJCOSX wB97M-V def2-TZVPD def2/J DEFGRID3
* xyz 0 1
N -0.033 0.194 1.026
S 0.227 0.277 -0.593
O 1.587 -0.069 -0.634
S -0.389 1.828 -1.586
Cl -1.223 -1.719 -0.983
H -0.915 -0.312 1.323
H 0.746 -0.199 1.447
*
```

The following is a DFT calculation (ωB97M-V/def2-TZVPD) of an isolated ion of composition C8H20N5 and charge +1 in a non-equilibrium geometry.

Computed properties:
ΔE to the lowest compared entry with this formula, charge and spin: 16.5 kcal/mol
structure (SMILES): CCCCN[C@@H]1N[C@@H](C)NC(N)=[NH+]1

Geometry as ORCA input:
```
! RIJCOSX wB97M-V def2-TZVPD def2/J DEFGRID3
* xyz 1 1
C 4.617 -1.060 -0.416
C 3.598 -0.074 -0.870
C 2.388 0.287 0.053
C 1.500 -1.044 0.241
N 0.191 -0.707 0.792
C -0.825 -0.166 -0.005
N -1.634 0.861 0.916
C -3.067 1.363 0.632
C -3.170 2.498 -0.402
N -3.701 0.133 -0.034
C -3.138 -1.066 -0.147
N -3.912 -2.158 -0.129
N -1.825 -1.267 -0.197
H 4.174 -2.028 -0.184
H 5.300 -1.333 -1.207
H 5.320 -0.967 0.449
H 4.206 0.788 -1.084
H 3.054 -0.473 -1.692
H 2.506 0.544 0.988
H 1.696 0.972 -0.438
H 2.076 -1.721 0.796
H 1.247 -1.556 -0.727
H 0.268 -0.276 1.660
H -0.542 0.201 -1.041
H -1.036 1.584 1.278
H -3.520 1.675 1.535
H -2.710 3.362 0.111
H -2.575 2.408 -1.278
H -4.122 2.731 -0.730
H -4.650 0.041 0.240
H -4.905 -2.148 -0.246
H -3.435 -3.017 -0.316
H -1.421 -2.147 -0.246
*
```

For reference, orbital gap by record: 0.10432, 0.23343, 0.34159, 0.25215, 0.29345, 0.35691 Eh.
For reference, LUMO level by record: -1.52, -1.53, 0.88, 2.68, -2.43, -2.62 eV.